{"formula": "C29H25N4O7Pt", "method": "the ωB97M-V functional and the def2-TZVPD basis", "elements": ["Pt", "O", "C", "O", "C", "C", "C", "C", "C", "N", "C", "O", "O", "H", "H", "H", "C", "O", "C", "C", "C", "C", "C", "C", "N", "C", "N", "C", "C", "C", "C", "C", "C", "O", "C", "N", "C", "C", "C", "C", "C", "C", "O", "C", "H", "H", "H", "H", "H", "H", "H", "H", "H", "H", "H", "H", "H", "H", "H", "H", "H", "H", "H", "H", "H", "H"], "coordinates": [[0.01, -0.02, 0.07], [-1.75, 2.29, 3.21], [-1.02, 1.72, 2.40], [-0.82, 0.48, 2.31], [-0.23, 2.59, 1.41], [-0.22, 3.98, 1.47], [0.56, 4.69, 0.56], [1.30, 3.99, -0.38], [1.24, 2.61, -0.40], [0.50, 1.93, 0.50], [2.00, 1.76, -1.42], [2.86, 2.31, -2.10], [1.68, 0.54, -1.48], [-0.82, 4.47, 2.23], [0.59, 5.77, 0.59], [1.93, 4.48, -1.11], [-3.79, -3.44, 3.06], [-2.79, -3.79, 2.15], [-2.80, -5.02, 1.57], [-3.69, -6.04, 1.87], [-3.56, -7.29, 1.26], [-2.54, -7.52, 0.36], [-1.66, -6.50, 0.04], [-1.79, -5.24, 0.61], [-0.85, -4.26, 0.31], [-1.05, -2.94, -0.04], [-2.32, -2.52, -0.20], [-2.81, -1.21, -0.22], [-2.02, -0.07, -0.34], [-2.66, 1.17, -0.41], [-4.03, 1.28, -0.32], [-4.81, 0.15, -0.15], [-4.22, -1.10, -0.13], [-4.91, -2.30, -0.02], [-6.31, -2.25, -0.04], [-0.03, -2.15, -0.20], [1.30, -2.53, -0.12], [2.12, -1.85, 0.78], [3.48, -2.08, 0.81], [4.05, -3.00, -0.05], [3.25, -3.71, -0.94], [1.88, -3.49, -0.97], [1.00, -4.17, -1.80], [1.53, -5.00, -2.79], [-3.58, -2.41, 3.35], [-3.77, -4.08, 3.95], [-4.79, -3.49, 2.61], [-4.47, -5.89, 2.59], [-4.25, -8.08, 1.53], [-2.42, -8.50, -0.09], [-0.85, -6.67, -0.66], [0.01, -4.64, -0.07], [-3.05, -3.20, -0.08], [-2.07, 2.07, -0.55], [-4.51, 2.25, -0.35], [-5.88, 0.26, -0.04], [-6.64, -3.29, -0.05], [-6.68, -1.74, -0.94], [-6.71, -1.74, 0.84], [1.66, -1.13, 1.45], [4.10, -1.54, 1.51], [5.11, -3.18, -0.04], [3.71, -4.43, -1.60], [0.67, -5.33, -3.39], [2.02, -5.89, -2.36], [2.24, -4.47, -3.44]], "max_force_ev_per_a": 1.1, "charge": -1, "orbital_gap_ev": [4.963, 6.959], "multiplicity": 3, "e_lumo_ev": [2.287, 2.286], "s_squared": 2.010}

{"formula": "CH6O2", "method": "the ωB97M-V functional and the def2-TZVPD basis", "elements": ["C", "O", "H", "H", "H", "H", "O", "H", "H"], "coordinates": [[-1.14, -0.72, 0.63], [-0.28, -0.84, -0.61], [-1.83, 0.14, 0.51], [-1.89, -1.56, 0.89], [-0.18, -0.47, 1.42], [0.06, -1.81, -0.78], [1.36, 1.47, -0.01], [1.50, 2.15, -0.61], [0.56, 0.81, -0.24]], "max_force_ev_per_a": 4.9, "orbital_gap_ev": 11.335, "smiles": "CO.O", "multiplicity": 1, "e_lumo_ev": 0.731, "de_lowest_ev": 1.418}

{"formula": "H2N3P3", "method": "the ωB97M-V functional and the def2-TZVPD basis", "elements": ["N", "N", "N", "P", "P", "P", "H", "H"], "coordinates": [[-0.85, -0.57, 1.10], [0.44, 0.31, -1.27], [1.30, 0.67, 0.85], [-2.18, -0.86, 0.16], [1.91, 0.51, -0.66], [-0.33, 0.87, 0.37], [-0.41, -1.29, 1.61], [0.12, 0.35, -2.15]], "max_force_ev_per_a": 3.7, "orbital_gap_ev": [6.699, 6.686], "multiplicity": 1, "e_lumo_ev": [-1.132, -1.108], "de_lowest_ev": 2.197}

{"formula": "C22H27BrN2OS", "method": "the ωB97M-V functional and the def2-TZVPD basis", "elements": ["C", "C", "C", "N", "C", "C", "C", "O", "N", "C", "C", "S", "C", "C", "C", "C", "Br", "C", "C", "C", "C", "C", "C", "C", "C", "C", "C", "H", "H", "H", "H", "H", "H", "H", "H", "H", "H", "H", "H", "H", "H", "H", "H", "H", "H", "H", "H", "H", "H", "H", "H", "H", "H", "H"], "coordinates": [[-1.24, -2.96, -1.61], [-2.56, -2.54, -0.99], [-2.51, -2.63, 0.53], [-1.55, -1.69, 1.08], [-0.71, -2.18, 2.15], [0.68, -1.50, 2.13], [0.88, -0.58, 0.93], [1.75, -0.78, 0.11], [0.07, 0.51, 0.89], [0.29, 1.49, -0.16], [0.66, 2.85, 0.43], [1.96, 2.72, 1.70], [3.24, 1.80, 0.90], [3.55, 1.98, -0.44], [4.54, 1.22, -1.03], [5.23, 0.30, -0.26], [6.59, -0.75, -1.07], [4.95, 0.13, 1.08], [3.94, 0.88, 1.66], [-0.89, 1.54, -1.11], [-0.92, 0.60, -2.14], [-1.99, 0.54, -3.01], [-3.05, 1.42, -2.87], [-3.03, 2.36, -1.85], [-1.95, 2.42, -0.98], [-1.08, 0.62, 1.75], [-2.15, -0.41, 1.37], [-1.24, -2.81, -2.68], [-0.43, -2.39, -1.17], [-1.05, -4.02, -1.41], [-2.78, -1.51, -1.28], [-3.37, -3.17, -1.36], [-2.21, -3.65, 0.80], [-3.52, -2.47, 0.96], [-0.57, -3.25, 2.01], [-1.18, -2.04, 3.14], [1.46, -2.25, 2.06], [0.85, -0.92, 3.03], [1.15, 1.11, -0.72], [0.98, 3.54, -0.36], [-0.16, 3.31, 0.97], [3.03, 2.72, -1.04], [4.78, 1.35, -2.07], [5.49, -0.60, 1.67], [3.70, 0.75, 2.70], [-0.10, -0.09, -2.25], [-2.00, -0.19, -3.80], [-3.89, 1.38, -3.55], [-3.85, 3.06, -1.74], [-1.96, 3.17, -0.20], [-0.77, 0.49, 2.79], [-1.50, 1.62, 1.65], [-2.67, -0.07, 0.48], [-2.88, -0.47, 2.20]], "max_force_ev_per_a": 0.6, "orbital_gap_ev": 8.694, "smiles": "CCCN1CCC(=O)N([C@H](CSc2ccc(Br)cc2)c2ccccc2)CC1", "multiplicity": 1, "e_lumo_ev": 0.603, "de_lowest_ev": 0.000}

{"formula": "C2H6N4S", "method": "the ωB97M-V functional and the def2-TZVPD basis", "elements": ["H", "N", "N", "N", "S", "N", "C", "C", "H", "H", "H", "H", "H"], "coordinates": [[-3.28, 2.32, 0.04], [-2.61, 1.66, -0.41], [-2.45, 0.69, 0.30], [-1.42, -0.13, 0.00], [-2.01, -1.65, -0.12], [-0.26, 0.27, 0.26], [0.80, -0.70, 0.11], [2.17, -0.09, -0.16], [0.89, -1.15, 1.16], [0.75, -1.67, -0.54], [2.85, -0.36, 0.55], [2.56, -0.22, -1.13], [2.01, 1.02, -0.05]], "max_force_ev_per_a": 4.2, "orbital_gap_ev": [8.234, 8.236], "smiles": "[H]/N=N/[N+]([S-])=N/CC", "multiplicity": 1, "e_lumo_ev": [-0.599, -0.598], "de_lowest_ev": 5.055}

{"formula": "C5H21NO6", "method": "the ωB97M-V functional and the def2-TZVPD basis", "elements": ["C", "C", "C", "C", "C", "N", "H", "H", "H", "H", "H", "H", "H", "H", "H", "O", "H", "H", "O", "H", "H", "O", "H", "H", "O", "H", "H", "O", "H", "H", "O", "H", "H"], "coordinates": [[-0.32, -2.38, 2.26], [0.13, -1.54, 1.18], [-0.78, -0.68, 0.65], [-0.40, 0.16, -0.43], [-1.27, 0.99, -1.05], [-0.97, 1.78, -2.17], [-1.25, -2.85, 2.09], [0.43, -3.30, 2.43], [-0.37, -1.75, 3.14], [1.19, -1.52, 0.93], [-1.78, -0.69, 0.96], [0.63, -0.10, -0.71], [-2.43, 0.94, -1.03], [-1.29, 2.68, -1.99], [-0.07, 1.84, -2.39], [2.60, -1.01, -1.27], [3.06, -0.90, -1.97], [1.75, -1.31, -1.46], [2.64, 1.59, -0.26], [2.20, 0.71, -0.29], [3.57, 1.26, -0.25], [-3.16, -1.50, -1.06], [-2.58, -1.97, -1.47], [-2.96, -1.37, -0.16], [1.20, 1.93, 1.92], [1.89, 2.18, 1.30], [1.47, 2.51, 2.66], [0.40, -1.04, -3.08], [-0.43, -1.55, -3.03], [0.12, -0.33, -2.57], [-1.27, 2.68, 2.68], [-1.64, 2.16, 1.95], [-0.31, 2.38, 2.50]], "max_force_ev_per_a": 8.8, "orbital_gap_ev": 8.336, "smiles": "C/C=C/C=C/N.O.O.O.O.O.O", "multiplicity": 1, "e_lumo_ev": 0.383, "de_lowest_ev": 4.016}

{"formula": "CHN3O4", "method": "the ωB97M-V functional and the def2-TZVPD basis", "elements": ["O", "N", "C", "O", "N", "O", "N", "O", "H"], "coordinates": [[-1.65, 1.04, -0.33], [-0.97, 0.41, -1.03], [0.32, -0.24, -0.03], [-0.02, 0.09, 1.27], [1.39, 0.38, -0.79], [1.72, 1.52, -0.44], [0.23, -1.60, -0.37], [-0.36, -2.37, 0.29], [-0.66, 0.76, 1.43]], "max_force_ev_per_a": 4.2, "orbital_gap_ev": 7.640, "smiles": "O=NC(O)(N=O)N=O", "multiplicity": 1, "e_lumo_ev": -2.036, "de_lowest_ev": 1.768}

{"formula": "C4H12ClMnO4", "method": "the ωB97M-V functional and the def2-TZVPD basis", "elements": ["Mn", "Cl", "C", "C", "O", "O", "H", "H", "H", "H", "H", "H", "C", "C", "O", "O", "H", "H", "H", "H", "H", "H"], "coordinates": [[-0.40, -3.59, -2.43], [-1.34, -0.08, -1.55], [1.12, -5.37, 3.25], [2.10, -4.54, 2.37], [1.33, -3.87, 1.44], [1.82, -6.17, 4.22], [0.43, -5.93, 2.61], [0.44, -4.70, 3.77], [2.86, -5.18, 1.93], [2.64, -3.88, 3.05], [1.08, -3.00, 1.77], [1.19, -6.87, 4.39], [-1.35, 5.60, -3.32], [-1.25, 5.83, -1.79], [-2.23, 5.00, -1.08], [-0.41, 4.62, -3.69], [-1.15, 6.50, -3.92], [-2.36, 5.31, -3.59], [-1.42, 6.85, -1.44], [-0.28, 5.59, -1.35], [-2.26, 4.10, -1.41], [-0.57, 3.79, -3.23]], "max_force_ev_per_a": 2.9, "charge": 1, "orbital_gap_ev": [2.245, 2.749], "multiplicity": 6, "e_lumo_ev": [-9.591, -9.087], "de_lowest_ev": 7.593, "s_squared": 8.764}

{"formula": "C3H7N2O", "method": "the ωB97M-V functional and the def2-TZVPD basis", "elements": ["O", "C", "N", "C", "C", "N", "H", "H", "H", "H", "H", "H", "H"], "coordinates": [[1.76, -1.02, -0.04], [1.78, 0.24, -0.11], [0.76, 1.03, 0.09], [-0.69, 0.50, 0.37], [-1.37, -0.32, -0.65], [-0.75, -0.92, 0.52], [0.82, -1.36, 0.21], [2.74, 0.70, -0.37], [0.84, 2.03, 0.00], [-1.20, 1.20, 1.01], [-2.45, -0.26, -0.71], [-0.88, -0.54, -1.59], [-1.36, -1.28, 1.25]], "max_force_ev_per_a": 2.9, "charge": 1, "orbital_gap_ev": 12.066, "smiles": "O/C=[NH+]\\[C@H]1CN1", "multiplicity": 1, "e_lumo_ev": -3.592, "de_lowest_ev": 1.742}

{"formula": "C5H14S", "method": "the ωB97M-V functional and the def2-TZVPD basis", "elements": ["C", "C", "C", "H", "H", "H", "H", "H", "H", "H", "H", "C", "S", "C", "H", "H", "H", "H", "H", "H"], "coordinates": [[1.32, 3.89, -0.01], [1.23, 2.56, 0.73], [2.50, 1.74, 0.88], [0.87, 4.73, 0.53], [2.35, 4.23, -0.14], [0.87, 3.91, -1.00], [0.43, 1.98, 0.29], [0.85, 2.75, 1.72], [2.27, 0.91, 1.56], [3.31, 2.38, 1.28], [2.92, 1.37, -0.04], [-2.47, -1.64, -1.16], [-1.07, -2.61, -0.67], [-0.57, -1.71, 0.82], [-3.33, -1.75, -0.50], [-2.34, -0.56, -1.30], [-2.84, -2.03, -2.12], [0.23, -1.00, 0.66], [-0.26, -2.41, 1.60], [-1.45, -1.21, 1.22]], "max_force_ev_per_a": 1.5, "orbital_gap_ev": 9.473, "smiles": "CCC.CSC", "multiplicity": 1, "e_lumo_ev": 0.949, "de_lowest_ev": 0.473}

{"formula": "C3H2O6S3", "method": "the ωB97M-V functional and the def2-TZVPD basis", "elements": ["C", "C", "C", "O", "O", "O", "O", "O", "O", "S", "S", "S", "H", "H"], "coordinates": [[-0.54, -1.53, -0.50], [-0.58, 0.61, 1.92], [-0.55, -0.30, -1.17], [0.46, 1.96, -2.31], [1.87, 0.02, -2.43], [1.26, -1.09, 1.58], [1.24, 0.90, -0.07], [-1.45, -1.42, 0.48], [-1.50, 0.59, -0.65], [0.87, 0.77, -1.69], [1.19, 0.41, 1.66], [-1.74, 0.17, 0.91], [-0.04, -2.43, -0.38], [-0.48, 1.34, 2.65]], "max_force_ev_per_a": 5.5, "orbital_gap_ev": 8.266, "multiplicity": 1, "e_lumo_ev": -1.584, "de_lowest_ev": 0.320}

{"formula": "C9H36O9", "method": "the ωB97M-V functional and the def2-TZVPD basis", "elements": ["C", "O", "H", "H", "H", "H", "C", "O", "H", "H", "H", "H", "C", "O", "H", "H", "H", "H", "C", "O", "H", "H", "H", "H", "C", "O", "H", "H", "H", "H", "C", "O", "H", "H", "H", "H", "C", "O", "H", "H", "H", "H", "C", "O", "H", "H", "H", "H", "C", "O", "H", "H", "H", "H"], "coordinates": [[12.32, 9.23, 13.11], [11.93, 8.12, 12.26], [12.33, 10.16, 12.61], [11.60, 9.26, 13.89], [13.34, 9.03, 13.57], [11.16, 8.50, 11.74], [10.65, 9.69, 5.63], [10.60, 10.52, 6.72], [9.93, 10.12, 4.92], [11.65, 9.61, 5.12], [10.36, 8.64, 5.82], [10.75, 9.93, 7.48], [9.30, 7.15, 8.28], [10.57, 7.90, 8.00], [8.46, 7.79, 7.83], [9.34, 6.17, 7.84], [9.13, 7.15, 9.32], [11.33, 7.54, 8.43], [10.77, 12.37, 10.75], [9.47, 12.10, 11.06], [11.08, 12.40, 9.70], [11.04, 13.30, 11.15], [11.44, 11.67, 11.18], [8.96, 12.43, 10.29], [8.79, 8.80, 12.24], [9.71, 9.34, 11.26], [8.85, 7.68, 12.13], [9.16, 9.06, 13.21], [7.76, 9.08, 12.07], [9.51, 10.35, 11.07], [14.04, 5.85, 10.07], [13.37, 7.09, 10.05], [14.64, 5.89, 9.15], [14.82, 5.81, 10.80], [13.39, 5.02, 10.10], [13.08, 7.28, 10.97], [7.96, 12.01, 5.45], [8.42, 12.06, 6.79], [6.93, 12.36, 5.46], [8.53, 12.60, 4.81], [7.92, 10.98, 5.07], [9.16, 11.44, 7.03], [12.61, 5.31, 13.93], [11.41, 6.04, 13.95], [12.87, 5.05, 14.93], [12.52, 4.40, 13.31], [13.34, 6.00, 13.45], [11.49, 6.87, 13.50], [8.19, 15.04, 9.45], [8.12, 13.61, 9.30], [9.07, 15.26, 10.12], [8.26, 15.57, 8.51], [7.31, 15.31, 10.05], [8.10, 13.45, 8.36]], "max_force_ev_per_a": 3.4, "orbital_gap_ev": 10.430, "smiles": "CO.CO.CO.CO.CO.CO.CO.CO.CO", "multiplicity": 1, "e_lumo_ev": 0.735, "de_lowest_ev": 4.935}

Number 1: E_tot -54018.85937 eV. Number 2: E_tot -5227.47273 eV. Number 3: E_tot -32367.01033 eV. Number 4: E_tot -109158.32542 eV. Number 5: E_tot -18961.99047 eV. Number 6: E_tot -19297.33904 eV. Number 7: E_tot -13705.05109 eV. Number 8: E_tot -56360.98240 eV. Number 9: E_tot -8244.39708 eV. Number 10: E_tot -16246.82764 eV. Number 11: E_tot -47926.50259 eV. Number 12: E_tot -28340.37083 eV.